This record from the OMol25 dataset describes a 18-piece molecular cluster, C62H168N20O30 overall at a distorted geometry. The level of theory is the ωB97M-V functional and the def2-TZVPD basis.

Each atom is followed by the atoms it is bonded to, with distances in Å.
Cartesian coordinates (Å):
1 C -6.251 -3.079 -5.297  O2 1.225, N3 1.319, N4 1.319
2 O -5.604 -4.007 -5.768  C1 1.225
3 N -7.567 -2.974 -5.292  C1 1.319, H5 1.010, H6 1.010
4 N -5.847 -2.022 -4.620  C1 1.319, H7 1.010, H8 1.010
5 H -8.085 -3.828 -5.441  N3 1.010
6 H -8.039 -2.103 -5.099  N3 1.010
7 H -4.842 -1.947 -4.556  N4 1.010
8 H -6.413 -1.312 -4.176  N4 1.010
9 C 1.544 5.296 0.541  O10 1.218, N11 1.319, N12 1.208
10 O 2.441 6.052 0.213  C9 1.218
11 N 1.676 4.172 1.217  C9 1.319, H13 1.010, H14 1.010
12 N 0.451 5.345 0.026  C9 1.208, H15 1.010, H16 1.010
13 H 0.970 3.450 1.248  N11 1.010
14 H 2.548 3.959 1.680  N11 1.010
15 H -0.296 4.668 0.083  N12 1.010
16 H 0.295 6.072 -0.658  N12 1.010
17 C -6.135 0.676 4.920  O18 1.240, N19 1.333, N20 1.313
18 O -6.147 -0.552 5.092  C17 1.240
19 N -6.966 1.255 4.053  C17 1.333, H21 1.010, H22 1.010
20 N -5.332 1.530 5.510  C17 1.313, H23 1.010, H24 1.010
21 H -7.073 2.258 3.997  N19 1.010
22 H -7.585 0.604 3.591  N19 1.010
23 H -4.748 1.146 6.239  N20 1.010
24 H -5.097 2.450 5.164  N20 1.010
25 C -2.968 -10.605 2.213  O26 1.245, N27 1.304, N28 1.284
26 O -3.386 -11.193 1.198  C25 1.245
27 N -1.725 -10.314 2.473  C25 1.304, H29 1.010, H30 1.010
28 N -3.725 -10.301 3.205  C25 1.284, H31 1.010, H32 1.010
29 H -1.471 -10.035 3.410  N27 1.010
30 H -1.079 -10.651 1.774  N27 1.010
31 H -4.716 -10.477 3.125  N28 1.010
32 H -3.401 -9.690 3.941  N28 1.010
33 C -7.890 4.349 -0.676  O34 1.205, N35 1.315, N36 1.333
34 O -8.059 3.157 -0.625  C33 1.205
35 N -7.369 4.930 -1.735  C33 1.315, H37 1.010, H38 1.010
36 N -8.499 5.204 0.146  C33 1.333, H39 1.010, H40 1.010
37 H -6.949 4.304 -2.408  N35 1.010
38 H -7.090 5.900 -1.767  N35 1.010
39 H -9.039 4.951 0.961  N36 1.010
40 H -8.278 6.187 0.074  N36 1.010
41 C 1.983 -9.032 -5.236  O42 1.200, N43 1.288, N44 1.309
42 O 0.918 -9.289 -4.748  C41 1.200
43 N 3.064 -9.511 -4.726  C41 1.288, H45 1.010, H46 1.010
44 N 2.088 -8.261 -6.289  C41 1.309, H47 1.010, H48 1.010
45 H 2.913 -10.367 -4.212  N43 1.010
46 H 3.986 -9.411 -5.126  N43 1.010
47 H 1.254 -7.997 -6.795  N44 1.010
48 H 2.999 -7.902 -6.535  N44 1.010
49 C 3.712 -2.104 2.646  O50 1.476, H58 1.090, H59 1.090, H60 1.090
50 O 4.399 -1.003 3.350  C49 1.476, C51 1.427
51 C 4.648 0.043 2.411  O50 1.427, C52 1.556, H61 1.090, H62 1.090
52 C 5.393 1.310 2.920  C51 1.556, N53 1.482, H63 1.090, H64 1.090
53 N 4.452 2.109 3.740  C52 1.482, C54 1.446, H65 1.010
54 C 4.982 3.316 4.334  N53 1.446, C55 1.529, H66 1.090, H67 1.090
55 C 3.954 4.095 5.155  C54 1.529, O56 1.464, H68 1.090, H69 1.090
56 O 4.138 5.530 5.379  C55 1.464, C57 1.425
57 C 3.678 6.323 4.287  O56 1.425, H70 1.090, H71 1.090, H72 1.090
58 H 4.371 -2.503 1.875  C49 1.090
59 H 2.777 -1.728 2.232  C49 1.090
60 H 3.524 -2.929 3.334  C49 1.090
61 H 3.695 0.417 2.037  C51 1.090
62 H 5.257 -0.331 1.588  C51 1.090
63 H 5.636 1.947 2.069  C52 1.090
64 H 6.299 0.983 3.430  C52 1.090
65 H 4.056 1.611 4.525  N53 1.010
66 H 5.323 3.923 3.495  C54 1.090
67 H 5.936 3.223 4.852  C54 1.090
68 H 3.853 3.697 6.165  C55 1.090
69 H 2.964 3.893 4.747  C55 1.090
70 H 4.264 6.019 3.419  C57 1.090
71 H 3.907 7.347 4.579  C57 1.090
72 H 2.616 6.240 4.055  C57 1.090
73 C -6.538 3.415 -6.580  O74 1.395, H82 1.090, H83 1.090, H84 1.090
74 O -7.697 3.248 -5.823  C73 1.395, C75 1.461
75 C -8.474 2.113 -6.315  O74 1.461, C76 1.524, H85 1.090, H86 1.090
76 C -9.771 1.907 -5.542  C75 1.524, N77 1.475, H87 1.090, H88 1.090
77 N -9.705 1.114 -4.299  C76 1.475, C78 1.472, H89 1.010
78 C -11.038 0.970 -3.691  N77 1.472, C79 1.525, H90 1.090, H91 1.090
79 C -11.845 2.247 -3.486  C78 1.525, O80 1.434, H92 1.090, H93 1.090
80 O -12.461 2.738 -4.685  C79 1.434, C81 1.409
81 C -12.482 4.134 -4.870  O80 1.409, H94 1.090, H95 1.090, H96 1.090
82 H -5.968 2.485 -6.562  C73 1.090
83 H -5.859 4.127 -6.111  C73 1.090
84 H -6.804 3.745 -7.584  C73 1.090
85 H -7.852 1.220 -6.249  C75 1.090
86 H -8.760 2.279 -7.354  C75 1.090
87 H -10.479 1.385 -6.185  C76 1.090
88 H -10.296 2.849 -5.386  C76 1.090
89 H -9.248 1.706 -3.621  N77 1.010
90 H -10.852 0.467 -2.742  C78 1.090
91 H -11.623 0.250 -4.263  C78 1.090
92 H -11.301 3.056 -2.999  C79 1.090
93 H -12.649 1.966 -2.805  C79 1.090
94 H -13.016 4.501 -5.747  C81 1.090
95 H -11.448 4.477 -4.905  C81 1.090
96 H -12.935 4.688 -4.047  C81 1.090
97 C 7.175 -7.168 -1.438  O98 1.443, H106 1.090, H107 1.090, H108 1.090
98 O 7.477 -5.844 -1.925  C97 1.443, C99 1.407
99 C 6.519 -5.423 -2.866  O98 1.407, C100 1.576, H109 1.090, H110 1.090
100 C 6.854 -3.926 -3.229  C99 1.576, N101 1.480, H111 1.090, H112 1.090
101 N 8.024 -3.987 -4.134  C100 1.480, C102 1.455, H113 1.010
102 C 8.497 -2.646 -4.439  N101 1.455, C103 1.515, H114 1.090, H115 1.090
103 C 9.660 -2.703 -5.409  C102 1.515, O104 1.419, H116 1.090, H117 1.090
104 O 10.741 -3.421 -4.838  C103 1.419, C105 1.447
105 C 11.600 -3.961 -5.869  O104 1.447, H118 1.090, H119 1.090, H120 1.090
106 H 7.928 -7.520 -0.734  C97 1.090
107 H 7.285 -7.910 -2.229  C97 1.090
108 H 6.205 -7.086 -0.948  C97 1.090
109 H 5.582 -5.447 -2.311  C99 1.090
110 H 6.227 -6.104 -3.665  C99 1.090
111 H 6.995 -3.271 -2.370  C100 1.090
112 H 6.048 -3.461 -3.797  C100 1.090
113 H 8.709 -4.487 -3.585  N101 1.010
114 H 8.771 -2.360 -3.423  C102 1.090
115 H 7.671 -2.120 -4.917  C102 1.090
116 H 10.041 -1.699 -5.598  C103 1.090
117 H 9.430 -3.165 -6.369  C103 1.090
118 H 12.152 -3.180 -6.392  C105 1.090
119 H 11.160 -4.575 -6.655  C105 1.090
120 H 12.240 -4.670 -5.346  C105 1.090
121 C -2.095 1.262 0.917  O122 1.435, H130 1.090, H131 1.090, H132 1.090
122 O -1.381 0.690 -0.187  C121 1.435, C123 1.416
123 C -2.044 0.600 -1.435  O122 1.416, C124 1.547, H133 1.090, H134 1.090
124 C -1.170 -0.218 -2.415  C123 1.547, N125 1.410, H135 1.090, H136 1.090
125 N -1.045 -1.589 -2.107  C124 1.410, C126 1.481, H137 1.010
126 C -0.041 -2.299 -2.934  N125 1.481, C127 1.476, H138 1.090, H139 1.090
127 C -0.109 -3.696 -2.462  C126 1.476, O128 1.423, H140 1.090, H141 1.090
128 O 0.075 -3.755 -1.052  C127 1.423, C129 1.381
129 C -0.486 -4.859 -0.441  O128 1.381, H142 1.090, H143 1.090, H144 1.090
130 H -2.418 2.272 0.665  C121 1.090
131 H -1.517 1.183 1.838  C121 1.090
132 H -3.033 0.714 1.005  C121 1.090
133 H -2.198 1.604 -1.830  C123 1.090
134 H -3.030 0.171 -1.259  C123 1.090
135 H -0.157 0.183 -2.383  C124 1.090
136 H -1.576 -0.085 -3.418  C124 1.090
137 H -0.836 -1.742 -1.131  N125 1.010
138 H 0.977 -1.935 -2.797  C126 1.090
139 H -0.343 -2.179 -3.974  C126 1.090
140 H 0.667 -4.239 -3.003  C127 1.090
141 H -1.064 -4.156 -2.714  C127 1.090
142 H -0.348 -4.854 0.640  C129 1.090
143 H 0.025 -5.780 -0.718  C129 1.090
144 H -1.567 -4.937 -0.561  C129 1.090
145 C 6.758 -2.004 9.072  O146 1.374, H154 1.090, H155 1.090, H156 1.090
146 O 6.493 -0.714 8.680  C145 1.374, C147 1.394
147 C 5.586 -0.513 7.640  O146 1.394, C148 1.499, H157 1.090, H158 1.090
148 C 4.141 -0.715 7.985  C147 1.499, N149 1.458, H159 1.090, H160 1.090
149 N 3.274 -0.560 6.822  C148 1.458, C150 1.491, H161 1.010
150 C 1.828 -0.636 7.176  N149 1.491, C151 1.482, H162 1.090, H163 1.090
151 C 1.022 -0.605 5.933  C150 1.482, O152 1.455, H164 1.090, H165 1.090
152 O 0.738 -1.941 5.432  C151 1.455, C153 1.416
153 C 0.066 -1.826 4.190  O152 1.416, H166 1.090, H167 1.090, H168 1.090
154 H 5.828 -2.486 9.376  C145 1.090
155 H 7.422 -1.975 9.936  C145 1.090
156 H 7.090 -2.671 8.277  C145 1.090
157 H 5.731 -1.212 6.817  C147 1.090
158 H 5.671 0.538 7.365  C147 1.090
159 H 3.956 -0.013 8.797  C148 1.090
160 H 4.105 -1.703 8.445  C148 1.090
161 H 3.433 -1.336 6.196  N149 1.010
162 H 1.545 0.121 7.907  C150 1.090
163 H 1.574 -1.518 7.763  C150 1.090
164 H 1.392 -0.077 5.054  C151 1.090
165 H 0.045 -0.197 6.191  C151 1.090
166 H -0.897 -1.333 4.318  C153 1.090
167 H -0.161 -2.805 3.769  C153 1.090
168 H 0.622 -1.284 3.424  C153 1.090
169 C 3.776 -6.963 6.367  O170 1.470, H178 1.090, H179 1.090, H180 1.090
170 O 2.524 -7.532 6.886  C169 1.470, C171 1.410
171 C 2.059 -8.648 6.162  O170 1.410, C172 1.560, H181 1.090, H182 1.090
172 C 0.758 -9.240 6.786  C171 1.560, N173 1.439, H183 1.090, H184 1.090
173 N -0.451 -8.620 6.313  C172 1.439, C174 1.462, H185 1.010
174 C -0.586 -7.165 6.350  N173 1.462, C175 1.504, H186 1.090, H187 1.090
175 C -1.918 -6.664 5.862  C174 1.504, O176 1.451, H188 1.090, H189 1.090
176 O -2.908 -7.347 6.675  C175 1.451, C177 1.446
177 C -4.253 -6.824 6.569  O176 1.446, H190 1.090, H191 1.090, H192 1.090
178 H 3.707 -6.227 5.566  C169 1.090
179 H 4.456 -7.732 6.001  C169 1.090
180 H 4.298 -6.546 7.229  C169 1.090
181 H 2.795 -9.438 6.314  C171 1.090
182 H 2.047 -8.425 5.095  C171 1.090
183 H 0.739 -9.197 7.875  C172 1.090
184 H 0.678 -10.233 6.342  C172 1.090
185 H -1.126 -8.894 7.013  N173 1.010
186 H 0.156 -6.710 5.693  C174 1.090
187 H -0.377 -6.957 7.399  C174 1.090
188 H -2.053 -6.949 4.819  C175 1.090
189 H -1.947 -5.580 5.972  C175 1.090
190 H -4.928 -7.407 7.195  C177 1.090
191 H -4.657 -6.817 5.556  C177 1.090
192 H -4.172 -5.812 6.965  C177 1.090
193 C 5.087 3.895 -2.959  O194 1.457, H202 1.090, H203 1.090, H204 1.090
194 O 6.435 3.719 -2.434  C193 1.457, C195 1.433
195 C 7.358 4.796 -2.636  O194 1.433, C196 1.615, H205 1.090, H206 1.090
196 C 7.290 5.904 -1.463  C195 1.615, N197 1.475, H207 1.090, H208 1.090
197 N 8.062 7.073 -1.922  C196 1.475, C198 1.468, H209 1.010
198 C 7.738 8.356 -1.287  N197 1.468, C199 1.549, H210 1.090, H211 1.090
199 C 8.015 8.379 0.237  C198 1.549, O200 1.404, H212 1.090, H213 1.090
200 O 8.082 9.699 0.712  C199 1.404, C201 1.416
201 C 8.282 9.580 2.109  O200 1.416, H214 1.090, H215 1.090, H216 1.090
202 H 4.689 2.892 -2.804  C193 1.090
203 H 5.056 3.956 -4.047  C193 1.090
204 H 4.454 4.639 -2.475  C193 1.090
205 H 7.189 5.288 -3.594  C195 1.090
206 H 8.336 4.315 -2.656  C195 1.090
207 H 7.508 5.557 -0.453  C196 1.090
208 H 6.244 6.209 -1.443  C196 1.090
209 H 7.984 7.240 -2.916  N197 1.010
210 H 6.709 8.621 -1.530  C198 1.090
211 H 8.190 9.247 -1.723  C198 1.090
212 H 8.881 7.786 0.532  C199 1.090
213 H 7.228 7.866 0.791  C199 1.090
214 H 8.441 10.563 2.552  C201 1.090
215 H 9.245 9.108 2.302  C201 1.090
216 H 7.457 9.120 2.654  C201 1.090
217 C 3.720 13.401 0.912  O218 1.417, H226 1.090, H227 1.090, H228 1.090
218 O 2.473 12.738 1.030  C217 1.417, C219 1.439
219 C 2.346 11.714 0.027  O218 1.439, C220 1.524, H229 1.090, H230 1.090
220 C 0.985 11.030 -0.036  C219 1.524, N221 1.464, H231 1.090, H232 1.090
221 N 0.961 9.903 -0.970  C220 1.464, C222 1.450, H233 1.010
222 C 0.775 10.364 -2.332  N221 1.450, C223 1.541, H234 1.090, H235 1.090
223 C 0.944 9.243 -3.376  C222 1.541, O224 1.406, H236 1.090, H237 1.090
224 O 0.026 8.184 -3.269  C223 1.406, C225 1.408
225 C 0.209 7.209 -4.268  O224 1.408, H238 1.090, H239 1.090, H240 1.090
226 H 3.784 14.211 1.638  C217 1.090
227 H 3.876 13.874 -0.057  C217 1.090
228 H 4.535 12.681 0.995  C217 1.090
229 H 2.934 10.865 0.377  C219 1.090
230 H 2.715 11.997 -0.959  C219 1.090
231 H 0.349 11.876 -0.295  C220 1.090
232 H 0.815 10.566 0.935  C220 1.090
233 H 1.586 9.113 -0.895  N221 1.010
234 H 1.562 11.085 -2.552  C222 1.090
235 H -0.185 10.841 -2.532  C222 1.090
236 H 1.964 8.862 -3.354  C223 1.090
237 H 0.849 9.653 -4.381  C223 1.090
238 H -0.110 6.279 -3.800  C225 1.090
239 H 1.225 6.986 -4.593  C225 1.090
240 H -0.487 7.292 -5.103  C225 1.090
241 C -2.837 8.238 4.404  C242 1.496, O244 1.413, H245 1.090, H246 1.090
242 C -4.027 7.443 3.965  C241 1.496, O243 1.390, H247 1.090, H248 1.090
243 O -3.970 6.303 4.757  C242 1.390, H249 0.960
244 O -3.096 8.842 5.655  C241 1.413, H250 0.960
245 H -2.626 9.137 3.824  C241 1.090
246 H -1.888 7.703 4.425  C241 1.090
247 H -3.980 7.064 2.944  C242 1.090
248 H -4.963 7.959 4.178  C242 1.090
249 H -3.606 6.664 5.569  O243 0.960
250 H -2.342 9.415 5.811  O244 0.960
251 C -1.821 -5.669 -9.564  C252 1.612, O254 1.409, H255 1.090, H256 1.090
252 C -1.402 -4.194 -10.060  C251 1.612, O253 1.373, H257 1.090, H258 1.090
253 O -1.983 -3.177 -9.344  C252 1.373, H259 0.960
254 O -1.639 -5.784 -8.171  C251 1.409, H260 0.960
255 H -1.332 -6.510 -10.056  C251 1.090
256 H -2.887 -5.782 -9.765  C251 1.090
257 H -1.658 -4.132 -11.117  C252 1.090
258 H -0.321 -4.080 -9.970  C252 1.090
259 H -1.375 -2.448 -9.483  O253 0.960
260 H -2.316 -5.194 -7.834  O254 0.960
261 C -7.514 -3.001 0.002  C262 1.512, O264 1.453, H265 1.090, H266 1.090
262 C -6.159 -3.254 0.623  C261 1.512, O263 1.364, H267 1.090, H268 1.090
263 O -6.152 -3.787 1.879  C262 1.364, H269 0.960
264 O -8.245 -1.941 0.675  C261 1.453, H270 0.960
265 H -8.127 -3.896 -0.107  C261 1.090
266 H -7.451 -2.568 -0.996  C261 1.090
267 H -5.630 -2.322 0.820  C262 1.090
268 H -5.517 -3.917 0.043  C262 1.090
269 H -6.332 -3.074 2.496  O263 0.960
270 H -8.023 -1.073 0.330  O264 0.960
271 C -4.803 -8.562 -3.595  C272 1.517, O274 1.386, H275 1.090, H276 1.090
272 C -5.882 -8.406 -2.540  C271 1.517, O273 1.436, H277 1.090, H278 1.090
273 O -6.331 -9.656 -1.995  C272 1.436, H279 0.960
274 O -3.995 -9.640 -3.270  C271 1.386, H280 0.960
275 H -4.302 -7.597 -3.665  C271 1.090
276 H -5.242 -8.782 -4.568  C271 1.090
277 H -6.665 -7.778 -2.963  C272 1.090
278 H -5.664 -7.870 -1.616  C272 1.090
279 H -6.931 -9.469 -1.269  O273 0.960
280 H -3.115 -9.380 -3.553  O274 0.960

Summary:
E_HOMO ... -8.6778 eV
Strongest force on any atom ... 12.76 eV/Å
Electronic energy ... -5814.7840 Ha